1.
This record from the Open Molecules 2025 dataset describes a molecular structure, C31H29NOP2PdSe3Te in a non-equilibrium geometry. The level of theory is the ωB97M-V functional and the def2-TZVPD basis.

For the energy relative to the best compared isomer or geometry (same formula, charge and spin), the calculation gives 34.59 kcal/mol. Its expectation value of S² is 6.039. As for the gap between HOMO and LUMO (alpha / beta): 6.515 / 4.364 eV. As for the HOMO energy (alpha / beta): -6.71 / -6.95 eV.

```
! RIJCOSX wB97M-V def2-TZVPD def2/J DEFGRID3
* xyz 0 5
Pd -0.54540 -0.22050 -0.14839
C 1.60300 1.16010 -2.41609
P -0.09600 1.49620 -1.69569
C -1.37150 1.05280 -2.93919
C -2.66090 0.97530 -2.39509
C -3.68270 0.35140 -3.08289
C -3.44060 -0.18090 -4.33979
C -2.18830 -0.04980 -4.91519
C -1.14670 0.54760 -4.21569
C -0.14400 3.31000 -1.61799
C 0.06730 3.93770 -0.39399
C 0.08310 5.32000 -0.32609
C -0.10400 6.07060 -1.47519
C -0.32930 5.44240 -2.69119
C -0.34990 4.06310 -2.76929
C 2.39370 0.45830 -1.36469
C 3.73970 0.55170 -0.96879
C 3.91580 -0.37110 0.05361
C 2.66840 -0.99270 0.25171
C 2.19730 -1.99370 1.25011
P 0.42080 -1.57040 1.57731
C -0.17580 -2.68570 2.87651
C -0.99630 -3.75740 2.54041
C -1.41340 -4.63880 3.52121
C -1.05090 -4.42810 4.84131
C -0.28950 -3.32110 5.18621
C 0.16290 -2.45460 4.20871
C 0.51390 0.05800 2.42441
C -0.71010 0.67220 2.72931
C -0.74820 1.96410 3.22121
C 0.43270 2.66700 3.41501
C 1.64870 2.06140 3.14311
C 1.69170 0.77200 2.63781
N 1.77650 -0.49220 -0.62849
H 2.07520 2.09500 -2.73529
H 1.50590 0.48290 -3.28409
H -2.85250 1.40240 -1.40969
H -4.65590 0.24320 -2.62479
H -4.22420 -0.71170 -4.85339
H -2.00400 -0.45820 -5.89579
H -0.16900 0.59870 -4.67639
H 0.22070 3.34370 0.50281
H 0.25110 5.81120 0.62301
H -0.08230 7.15030 -1.42109
H -0.47670 6.03380 -3.58289
H -0.52440 3.56950 -3.71749
H 4.47120 1.21150 -1.39379
H 4.81580 -0.58420 0.60041
H 2.79770 -1.99500 2.16601
H 2.20720 -3.00480 0.82741
H -1.32280 -3.88890 1.51941
H -2.02510 -5.48710 3.25451
H -1.37990 -5.11770 5.60371
H -0.04730 -3.13910 6.22321
H 0.76210 -1.59360 4.47711
H -1.64130 0.11340 2.61771
H -1.69770 2.43080 3.44541
H 0.40050 3.67920 3.79171
H 2.57310 2.59330 3.32041
H 2.64850 0.32840 2.40911
Se 1.08410 -2.32580 -3.44379
Se -2.34330 -3.56290 -2.98469
Te -0.83560 -1.96660 -2.00839
Se -2.70260 -1.12450 0.25131
C 0.28220 -4.43230 -0.63409
O -0.16830 -3.11930 -0.40019
H -0.44250 -4.99760 -1.22909
H 0.39220 -4.92120 0.33411
H 1.23620 -4.43190 -1.16699
*
```

From a Mulliken analysis of the wavefunction, the atomic charges in e read:
1. Pd -0.53
2. C -0.61
3. P 1.45
4. C -0.41
5. C -0.76
6. C -0.55
7. C -0.48
8. C -0.56
9. C -0.05
10. C 0.29
11. C -0.26
12. C -0.47
13. C -0.56
14. C -0.60
15. C -0.49
16. C -0.16
17. C -1.39
18. C -1.04
19. C -0.30
20. C -1.32
21. P 2.04
22. C 0.35
23. C -0.11
24. C -0.97
25. C -0.51
26. C -0.71
27. C -0.53
28. C 0.21
29. C -0.01
30. C -0.65
31. C -0.69
32. C -0.54
33. C -0.89
34. N 0.93
35. H 0.43
36. H 0.15
37. H 0.52
38. H 0.41
39. H 0.37
40. H 0.41
41. H 0.42
42. H 0.19
43. H 0.45
44. H 0.38
45. H 0.40
46. H 0.35
47. H 0.53
48. H 0.55
49. H 0.48
50. H 0.56
51. H 0.54
52. H 0.43
53. H 0.39
54. H 0.41
55. H 0.37
56. H 0.35
57. H 0.44
58. H 0.42
59. H 0.45
60. H 0.26
61. Se -0.21
62. Se -0.47
63. Te 0.79
64. Se -0.34
65. C -1.28
66. O 0.63
67. H 0.36
68. H 0.35
69. H 0.40

---

2.
This record from the Open Molecules 2025 dataset describes a molecular structure, C20H46CoOP4Se in a non-equilibrium geometry. The level of theory is the ωB97M-V functional and the def2-TZVPD basis.

For the energy relative to the best compared isomer or geometry (same formula, charge and spin), the calculation gives 3.59 kcal/mol. Its expectation value of S² is 6.039. As for the gap between HOMO and LUMO (alpha / beta): 7.405 / 3.352 eV. As for the HOMO energy (alpha / beta): -16.74 / -16.67 eV.

```
! RIJCOSX wB97M-V def2-TZVPD def2/J DEFGRID3
* xyz 3 5
Co 0.47523 -0.62582 -0.42452
P -1.10945 -1.85454 0.14731
P 1.69037 -0.53560 1.39542
P 1.59742 -1.55375 -1.88950
H -2.90950 4.66762 -6.92510
C -2.86356 3.69326 -7.43554
C -3.87550 2.82915 -7.38542
H -4.80529 3.07230 -6.85662
C -2.42222 -0.93702 1.01776
C -0.69221 -3.23598 1.27610
C -2.05236 -2.70195 -1.17253
C 2.80172 0.91887 1.44472
C 0.81880 -0.33129 2.99139
C 2.86638 -1.89592 1.77450
C 0.89076 -1.42411 -3.56677
C 1.94943 -3.33945 -1.70246
C 3.25502 -0.80635 -2.08336
H -1.96885 3.49962 -8.04342
H -3.85342 1.88471 -7.94570
H -2.90524 -0.24650 0.30956
H -2.02980 -0.33655 1.85211
H -3.16188 -1.66011 1.38600
H -0.39086 -2.87132 2.26501
H 0.13217 -3.81667 0.84852
H -1.57678 -3.87823 1.37871
H -2.61510 -1.96977 -1.76534
H -2.75036 -3.40731 -0.70113
H -1.37162 -3.24624 -1.83644
H 3.47696 0.84160 2.30922
H 2.19174 1.82699 1.54099
H 3.39844 0.97003 0.52686
H 1.56730 -0.31583 3.79442
H 0.13103 -1.16771 3.17751
H 0.24666 0.60720 2.99982
H 3.46195 -1.61788 2.65479
H 3.54599 -2.07333 0.93084
H 2.30620 -2.81145 1.99908
H 1.51432 -2.01622 -4.25282
H 0.86909 -0.36859 -3.87706
H -0.14062 -1.80502 -3.57570
H 2.58551 -3.65735 -2.54090
H 1.00964 -3.90751 -1.71561
H 2.46232 -3.53253 -0.75079
H 3.80243 -1.36155 -2.86012
H 3.82956 -0.82814 -1.14705
H 3.13148 0.24210 -2.39170
C -0.20270 1.98671 -2.65796
C -1.42332 1.65615 -3.27349
C -1.68997 2.16050 -4.54896
C -0.73622 2.95655 -5.20053
C 0.50796 3.21724 -4.61431
C 0.79208 2.70547 -3.33727
Se 0.09385 1.65374 -0.75862
H -0.74843 0.32895 -1.09368
H -2.15556 1.05325 -2.74054
H -2.65414 1.94151 -5.02512
H -0.97958 3.37866 -6.16926
H 1.24988 3.82242 -5.14608
H 1.74456 2.89994 -2.84358
C -0.49183 4.34012 2.13071
P -1.90407 3.20307 2.13225
C -3.10602 3.86898 3.31475
C -2.71434 3.33184 0.51472
O -1.48881 1.80306 2.47814
H -0.86629 5.35989 2.29308
H 0.04885 4.28563 1.17760
H 0.18543 4.06508 2.94820
H -3.28804 4.94402 3.18234
H -4.04850 3.32284 3.18958
H -2.69958 3.67708 4.31345
H -1.96909 3.31402 -0.28953
H -3.40680 2.49155 0.37722
H -3.27395 4.27584 0.47966
*
```

From a Mulliken analysis of the wavefunction, the atomic charges in e read:
1. Co 0.14
2. P 0.96
3. P 0.48
4. P 0.36
5. H 0.35
6. C -0.65
7. C -0.48
8. H 0.31
9. C -1.02
10. C -1.17
11. C -1.18
12. C -1.18
13. C -0.88
14. C -1.25
15. C -1.07
16. C -1.15
17. C -1.11
18. H 0.32
19. H 0.28
20. H 0.31
21. H 0.22
22. H 0.54
23. H 0.30
24. H 0.33
25. H 0.53
26. H 0.34
27. H 0.52
28. H 0.35
29. H 0.52
30. H 0.27
31. H 0.35
32. H 0.55
33. H 0.27
34. H 0.18
35. H 0.52
36. H 0.34
37. H 0.37
38. H 0.52
39. H 0.26
40. H 0.34
41. H 0.53
42. H 0.35
43. H 0.33
44. H 0.51
45. H 0.32
46. H 0.27
47. C 0.19
48. C -0.36
49. C -0.42
50. C 0.10
51. C -0.95
52. C -0.16
53. Se -0.10
54. H 0.37
55. H 0.56
56. H 0.35
57. H 0.20
58. H 0.46
59. H 0.50
60. C -0.95
61. P 0.82
62. C -1.23
63. C -0.84
64. O -0.68
65. H 0.39
66. H 0.22
67. H 0.33
68. H 0.41
69. H 0.36
70. H 0.36
71. H 0.08
72. H 0.29
73. H 0.43

---

3.
This record from the Open Molecules 2025 dataset describes 2 unconnected molecules or ions with the total composition C20H43N5O4P in a non-equilibrium geometry. The level of theory is the ωB97M-V functional and the def2-TZVPD basis.

For the energy relative to the best compared isomer or geometry (same formula, charge and spin), the calculation gives 27.94 kcal/mol. Its expectation value of S² is 0.754. As for the gap between HOMO and LUMO: 7.200 eV. As for the HOMO energy: -8.01 eV.

```
! RIJCOSX wB97M-V def2-TZVPD def2/J DEFGRID3
* xyz 0 2
C -4.97988 -5.74509 0.58602
C -4.16566 -6.49195 1.70613
O -3.26816 -5.54246 2.29334
C -2.12540 -5.31748 1.45748
C -1.82509 -3.81307 1.29811
C -0.48763 -3.50596 0.56627
O 0.58361 -4.07944 1.38571
C 1.04734 -5.19458 0.92563
N 1.48611 -6.12103 0.48030
C -0.47649 -3.94440 -0.92175
C -1.39059 -3.11781 -1.87982
C -2.82988 -3.70118 -2.01828
C -0.77189 -3.27466 -3.31976
N -1.44884 -1.66104 -1.59544
O -2.60398 -1.25815 -1.18057
C -0.36543 -1.18925 -0.70125
C -0.70986 0.31039 -0.35507
C 1.02876 -1.09551 -1.40703
C -0.30152 -1.93456 0.65685
H -4.98769 -4.68469 0.88807
H -4.39676 -5.80842 -0.34993
H -5.98977 -6.16810 0.48787
H -3.63675 -7.37994 1.30887
H -4.82704 -6.84785 2.51527
H -1.28641 -5.84719 1.95870
H -2.24089 -5.81145 0.47058
H -1.75024 -3.39935 2.32448
H -2.69499 -3.31889 0.83461
H -0.84786 -4.98652 -0.98052
H 0.53542 -3.95567 -1.36509
H -2.81139 -4.72364 -2.43383
H -3.33859 -3.07531 -2.77423
H -3.40968 -3.64392 -1.08850
H -0.80322 -4.35373 -3.56418
H 0.26797 -2.91784 -3.37411
H -1.37083 -2.70662 -4.05028
H 0.24048 0.76627 -0.02248
H -1.02254 0.85391 -1.26020
H -1.42463 0.39020 0.47360
H 1.38758 -2.06035 -1.79405
H 1.00607 -0.29739 -2.16905
H 1.76141 -0.76197 -0.64761
H 0.64023 -1.74414 1.20284
H -1.10829 -1.52414 1.29083
O 0.75210 3.48496 0.16573
P 2.03780 4.30608 0.21908
N 1.80255 4.96764 1.79151
C 1.01950 6.12825 2.15820
C 1.92072 4.01691 2.89278
N 1.67957 5.29955 -1.14730
C 1.24088 6.68015 -1.10165
C 0.93652 4.61801 -2.21048
N 3.69371 5.01193 0.20991
C 4.73094 3.97590 0.29339
C 4.12621 6.17613 0.94848
H 1.44285 6.57910 3.06258
H -0.03244 5.88288 2.35261
H 1.05249 6.91518 1.40959
H 2.95489 3.98678 3.26229
H 1.64780 3.00384 2.58451
H 1.27660 4.27669 3.73263
H 0.28326 6.79697 -0.58036
H 1.11083 7.07455 -2.11201
H 1.98825 7.33665 -0.65334
H -0.14187 4.58425 -2.00394
H 1.28872 3.59431 -2.33638
H 1.09281 5.12090 -3.16788
H 4.83576 3.58944 1.31471
H 5.69961 4.35858 -0.03813
H 4.47820 3.13288 -0.35923
H 4.30840 5.96786 2.01171
H 3.43441 7.01309 0.88598
H 5.06694 6.53784 0.51899
*
```

From a Mulliken analysis of the wavefunction, the atomic charges in e read:
1. C -0.76
2. C -0.33
3. O -0.44
4. C -0.41
5. C -1.21
6. C 2.38
7. O -0.51
8. C 0.56
9. N -0.50
10. C -2.15
11. C 1.03
12. C -1.42
13. C -1.71
14. N 0.70
15. O -0.64
16. C 1.70
17. C -1.54
18. C -1.86
19. C -1.99
20. H 0.22
21. H 0.09
22. H 0.43
23. H 0.27
24. H 0.35
25. H 0.07
26. H 0.41
27. H 0.50
28. H 0.21
29. H 0.79
30. H 0.59
31. H 0.40
32. H 0.51
33. H 0.17
34. H 0.39
35. H 0.32
36. H 0.41
37. H 0.38
38. H 0.41
39. H 0.32
40. H 0.41
41. H 0.37
42. H 0.39
43. H 0.29
44. H 0.38
45. O -0.83
46. P 0.73
47. N 0.28
48. C -1.15
49. C -1.15
50. N 0.22
51. C -1.03
52. C -0.97
53. N 0.03
54. C -1.04
55. C -0.92
56. H 0.39
57. H 0.32
58. H 0.36
59. H 0.26
60. H 0.28
61. H 0.43
62. H 0.35
63. H 0.38
64. H 0.22
65. H 0.31
66. H 0.27
67. H 0.37
68. H 0.33
69. H 0.35
70. H 0.33
71. H 0.27
72. H 0.24
73. H 0.37